[1]
The following is a quantum chemistry calculation of a structure of composition C12H33CeClI2O3P3 in a non-equilibrium geometry, from OMol25.

The geometry in XYZ format:
```
55
Properties=species:S:1:pos:R:3
I -0.02878 0.16376 -5.20964
I -0.02848 2.78816 -6.04347
Ce -0.08034 1.23992 -1.44802
P -3.07897 1.79280 -1.01811
C -4.15509 1.78936 -2.47714
C -4.11344 0.77291 0.07120
H -5.13237 1.12069 -0.01028
H -4.81860 3.30320 -0.25365
H -3.76266 0.81416 1.09751
H -3.23972 3.66715 0.58164
H -3.97425 0.87914 -3.04661
H -4.01163 -0.28113 -0.21546
C -3.72757 3.40590 -0.37830
H -5.18390 1.85138 -2.13125
H -3.50731 4.23321 -1.07693
H -3.91413 2.62099 -3.13482
P 2.88835 1.79076 -1.07918
C 4.03098 1.79794 -2.49456
C 3.58888 3.34034 -0.34727
H 3.42122 0.70369 1.03093
H 4.88266 1.03558 -0.00251
H 3.72305 -0.35527 -0.30024
C 3.85143 0.69774 0.01971
H 3.09440 3.56040 0.61995
H 4.67126 3.18379 -0.22354
H 5.04954 1.87190 -2.11117
H 3.78584 2.63533 -3.14351
H 3.38825 4.19703 -1.01106
H 3.87482 0.88320 -3.07095
Cl -0.07020 3.08993 0.35807
C -3.25378 -2.70248 1.92976
C -1.91519 -1.98682 1.95260
O -1.39853 -1.86647 0.58751
P -0.02863 -0.87520 0.42943
O 1.11140 -1.99069 -0.13929
C 0.78403 -3.16855 -0.96978
C 1.40645 -4.34365 -0.21034
O 0.55642 -0.58654 1.93011
C 1.50167 -1.52196 2.57630
C 2.14191 -0.88490 3.80884
H -3.98366 -2.16677 1.28387
H -3.77611 -2.68946 2.91413
H -3.04226 -3.73490 1.61243
H -2.03891 -0.94034 2.32542
H -1.13340 -2.52309 2.56801
H -0.30020 -3.19937 -1.13690
H 1.22139 -3.02336 -1.94905
H 0.90605 -4.40358 0.76294
H 1.23105 -5.27602 -0.75333
H 2.48514 -4.24164 -0.02935
H 0.95100 -2.42350 2.84793
H 2.24346 -1.77476 1.82109
H 1.32511 -0.57017 4.46363
H 2.76995 -1.61856 4.29375
H 2.81239 -0.08122 3.52901
```

Properties
Expectation value of S²: 0.75
Multiplicity: 2
Orbital gap (alpha / beta), Ha: 0.274 / 0.274
HOMO energy (alpha / beta), eV: -15.31 / -15.31
Charge: +2
LUMO energy (alpha / beta), eV: -7.860 / -7.858

Mulliken atomic charge list, values in e, 2 entries: 0.022 0.077

[2]
The following is a quantum chemistry calculation of a structure of composition C12H33ClN3O3Pd2 in a non-equilibrium geometry, from OMol25.

The geometry in XYZ format:
```
54
Properties=species:S:1:pos:R:3
Pd -6.23796 4.19651 1.43646
Pd -14.27504 4.53049 -0.85353
Cl -10.01656 5.74669 -0.59410
C -14.49642 4.83628 -8.21190
C -13.77071 4.24334 -7.00921
C -12.37046 3.67928 -7.43810
O -11.53828 4.68087 -8.06296
C -10.16759 4.30746 -8.41496
N -13.57519 5.19081 -5.94699
H -14.25335 4.61870 -9.25194
H -14.56627 5.92313 -8.25645
H -15.51714 4.45598 -8.25187
H -14.38246 3.38514 -6.73106
H -12.53994 2.91375 -8.19529
H -11.93193 3.27302 -6.52665
H -9.45921 4.32150 -7.58665
H -9.87185 5.11579 -9.08371
H -10.07537 3.35128 -8.93005
H -12.69200 5.64453 -6.13194
H -14.17174 5.90185 -6.34531
C -8.65584 12.23813 -5.82544
C -10.09767 12.00647 -6.27421
C -10.51561 12.37677 -7.75304
O -10.66700 13.76111 -7.89178
C -11.40219 14.16845 -9.06387
N -10.38782 10.60384 -5.83908
H -7.95151 11.55976 -6.30694
H -8.70103 12.14152 -4.74067
H -8.33502 13.27479 -5.92792
H -10.77407 12.66114 -5.72467
H -11.46000 11.89701 -8.01008
H -9.84154 11.94395 -8.49224
H -11.32048 15.24316 -9.22640
H -12.48559 14.05341 -9.09706
H -10.97681 13.76158 -9.98127
H -9.88613 9.95296 -6.42623
H -10.18528 10.44421 -4.86256
C -15.19869 6.95561 5.04626
C -15.22428 6.97958 3.54695
C -14.57451 8.23863 2.93023
O -14.83452 8.02038 1.58613
C -14.38089 9.13291 0.89795
N -14.58545 5.76028 2.98033
H -14.20304 6.87240 5.48199
H -15.71751 6.14904 5.56431
H -15.68181 7.84102 5.45947
H -16.30113 6.97193 3.37827
H -13.49270 8.26350 3.06130
H -14.86688 9.24273 3.23749
H -13.30643 8.97649 0.99365
H -14.83288 10.04973 1.27644
H -14.69039 8.92097 -0.12547
H -14.98070 4.92012 3.37783
H -13.60475 5.73769 3.22078
```

Properties
Expectation value of S²: 6.01
Multiplicity: 5
Orbital gap (alpha / beta), Ha: 0.162 / 0.112
HOMO energy (alpha / beta), eV: -15.02 / -15.02
Charge: +3
LUMO energy (alpha / beta), eV: -10.618 / -11.984

Mulliken atomic charge list, values in e, 2 entries: 0.998 0.897

[3]
The following is a quantum chemistry calculation of a structure of composition C12H33CrF2N4O7S2 in a non-equilibrium geometry, from OMol25.

The geometry in XYZ format:
```
61
Properties=species:S:1:pos:R:3
Cr -0.21165 0.24068 -0.35265
N 0.97084 -1.14014 -0.97998
S 1.02664 -2.59333 -1.62453
O 1.84897 -3.59897 -0.90837
O 0.73861 -2.69333 -3.01743
F -0.45882 -2.90925 -1.11134
S 2.66406 -1.09950 -1.40947
O 2.97921 -0.74422 -2.77602
O 3.60716 -1.70710 -0.54560
F 2.87139 0.38941 -0.78726
C -2.49193 -2.83919 2.41707
C -1.26715 -1.92402 2.05206
C -0.08980 -2.94311 1.94057
O 1.07557 -2.11279 1.84150
C 2.25202 -2.71337 2.31029
N -1.46542 -1.13084 0.76249
H -2.25835 -3.57948 3.18227
H -2.74228 -3.40634 1.52053
H -3.30687 -2.24485 2.83027
H -1.04594 -1.36652 2.96220
H -0.07624 -3.75267 1.21081
H 0.01824 -3.46980 2.88873
H 2.34396 -2.59593 3.39003
H 3.03533 -2.22386 1.73159
H 2.58786 -3.72392 2.07769
H -2.39780 -0.77873 0.92616
H -1.62631 -1.89557 0.12265
C -2.21036 3.35177 1.79404
C -1.03517 2.60891 1.18724
C -0.23709 1.61535 2.15686
O 0.67528 0.82489 1.40605
C 2.00642 0.79764 2.00694
N -1.56360 1.71794 0.18835
H -3.00087 3.81483 1.20347
H -1.92599 4.05032 2.58097
H -2.84724 2.58142 2.22884
H -0.29848 3.32536 0.82381
H -0.94240 0.95784 2.66511
H 0.33226 2.25610 2.83021
H 2.78996 0.18342 1.56320
H 1.95012 0.37221 3.00890
H 2.42384 1.80431 2.02879
H -2.03411 2.35306 -0.44042
H -2.44264 1.42019 0.58677
C -0.94702 0.68942 -4.55554
C -0.26589 0.52571 -3.19848
C 0.51102 1.79775 -2.75097
O 0.67634 1.83062 -1.32801
C 1.44176 3.04565 -1.14053
N -1.25681 0.15954 -2.23465
H -1.40378 1.65074 -4.79076
H -1.68947 -0.08535 -4.74678
H -0.27062 0.39922 -5.35952
H 0.42236 -0.29014 -3.41940
H -0.07199 2.61258 -3.18023
H 1.43080 1.82348 -3.33529
H 1.75868 3.22412 -0.11301
H 0.86454 3.91852 -1.44552
H 2.31312 3.05464 -1.79532
H -1.73782 -0.64308 -2.61483
H -1.99645 0.80774 -2.46456
```

Properties
Expectation value of S²: 3.78
Multiplicity: 4
Orbital gap (alpha / beta), Ha: 0.264 / 0.280
HOMO energy (alpha / beta), eV: -15.40 / -15.41
Charge: +2
LUMO energy (alpha / beta), eV: -8.227 / -7.792

Mulliken atomic charge list, values in e, 2 entries: -0.205 0.370

[4]
The following is a quantum chemistry calculation of a structure of composition C12H33FN3O7PdS in a non-equilibrium geometry, from OMol25.

The geometry in XYZ format:
```
58
Properties=species:S:1:pos:R:3
Pd -0.94988 -0.26043 -0.27617
F -3.00661 0.26215 -0.92797
S -2.57634 -2.86557 -1.44532
O -2.56429 -4.30281 -1.61871
O -3.75599 -2.38979 -0.70591
O -1.34861 -2.23579 -0.92819
O -2.95938 -2.14248 -2.63463
C -1.27167 2.96544 2.65700
C -1.12488 1.52994 2.12189
C -2.41837 0.69159 2.17438
O -1.95549 -0.56854 1.72324
C -2.64010 -1.64558 2.24092
N -0.68789 1.70419 0.76393
H -1.80051 3.05803 3.60561
H -1.95055 3.44431 1.95137
H -0.28221 3.42184 2.68486
H -0.45053 0.93155 2.73450
H -3.18159 1.13433 1.53440
H -2.75670 0.67276 3.21038
H -2.26776 -2.44302 1.59784
H -3.70060 -1.70419 1.99599
H -2.40062 -1.85807 3.28284
H 0.27873 1.86071 1.01143
H -1.01758 2.62912 0.52748
C 2.88970 -2.44150 0.66051
C 1.53651 -1.95409 1.07594
C 1.39738 -1.85322 2.62164
O 2.08839 -0.71712 3.06027
C 2.22657 -0.55781 4.47476
N 1.19958 -0.69956 0.39920
H 3.36945 -3.16478 1.31991
H 3.60963 -1.66436 0.40387
H 2.72495 -3.01805 -0.24973
H 0.80784 -2.64074 0.64506
H 1.84691 -2.71301 3.11842
H 0.38773 -1.68258 2.99525
H 1.30517 -0.29925 4.99656
H 2.88580 0.26651 4.74680
H 2.72263 -1.41127 4.93696
H 1.93477 -0.45251 -0.24776
H 1.44664 -0.04975 1.13186
C -0.48798 -0.51099 -4.01128
C 0.45631 0.37150 -3.20125
C 0.93592 1.47091 -4.13439
O 1.77138 2.32606 -3.40480
C 2.20816 3.43144 -4.21584
N -0.10177 0.95251 -2.01843
H 0.02700 -0.69329 -4.95450
H -1.49198 -0.17635 -4.27224
H -0.73444 -1.45217 -3.51980
H 1.40276 -0.08308 -2.90851
H 0.15308 2.12560 -4.51733
H 1.51130 1.06914 -4.96843
H 2.59538 3.04064 -5.15682
H 2.86386 4.00954 -3.56472
H 1.39791 4.12537 -4.43959
H 0.67487 1.52831 -1.72624
H -0.77191 1.62821 -2.35672
```

Properties
Expectation value of S²: 3.76
Multiplicity: 4
Orbital gap (alpha / beta), Ha: 0.293 / 0.293
HOMO energy (alpha / beta), eV: -8.07 / -8.75
LUMO energy (alpha / beta), eV: -0.097 / -0.781

Mulliken atomic charge list, values in e, 2 entries: 0.609 -0.751